Computed, not measured: a cluster of 12 separate species, C50H123BN9O23 in total, with ωB97M-V with the def2-TZVPD basis set.

Values from the calculation:
Molecular weight ... 1229.39 g/mol
HOMO ... -0.26185 Eh
Frontier orbital gap ... 8.76 eV
F_max ... 0.1066 hartree/bohr

```
! RIJCOSX wB97M-V def2-TZVPD def2/J DEFGRID3
* xyz -1 1
O 2.006 0.397 -3.850
C 1.653 -0.139 -2.798
O 2.159 -1.277 -2.300
B 1.579 -1.521 -0.956
O 0.569 -0.488 -0.739
C 0.706 0.447 -1.730
O 0.177 1.531 -1.791
O 2.627 -1.403 0.076
C 2.771 -2.651 0.588
O 3.624 -2.969 1.407
C 1.668 -3.574 -0.081
O 0.988 -2.883 -0.874
O 1.522 -4.786 0.143
C -5.718 3.687 -2.870
O -5.476 3.749 -1.500
H -5.766 2.709 -3.350
H -6.732 4.070 -2.988
H -5.240 4.441 -3.495
H -4.556 3.870 -1.253
C 8.852 -5.740 2.746
O 7.683 -6.507 2.756
H 8.589 -4.860 3.333
H 9.723 -6.318 3.054
H 9.048 -5.370 1.740
H 6.983 -5.855 2.677
C 2.625 8.197 -4.922
O 3.246 9.429 -4.453
C 3.914 9.246 -3.266
C 4.587 10.550 -2.695
N 3.662 11.323 -1.878
C 4.219 12.588 -1.370
C 3.371 13.545 -0.526
O 4.111 14.159 0.459
C 3.288 14.664 1.520
H 1.668 8.053 -4.421
H 3.301 7.364 -4.734
H 2.412 8.196 -5.991
H 4.644 8.466 -3.486
H 3.250 8.880 -2.483
H 4.932 11.178 -3.517
H 5.503 10.207 -2.214
H 2.795 11.436 -2.384
H 4.529 13.298 -2.137
H 5.111 12.355 -0.789
H 2.438 13.042 -0.270
H 3.000 14.357 -1.150
H 3.921 15.198 2.229
H 2.979 13.788 2.089
H 2.420 15.270 1.261
C -9.305 5.089 -6.698
O -7.918 5.414 -6.664
C -7.463 5.758 -7.913
C -7.408 4.697 -9.046
N -6.735 3.477 -8.724
C -5.260 3.634 -8.764
C -4.548 2.252 -8.498
O -5.074 1.753 -7.270
C -4.464 0.572 -6.799
H -9.730 5.288 -5.714
H -9.550 4.106 -7.102
H -9.839 5.913 -7.171
H -6.476 6.191 -7.753
H -8.059 6.553 -8.361
H -6.915 5.163 -9.899
H -8.387 4.494 -9.481
H -6.957 3.243 -7.767
H -4.950 4.313 -7.969
H -4.871 4.024 -9.704
H -3.463 2.317 -8.576
H -4.895 1.660 -9.345
H -4.770 -0.242 -7.455
H -4.824 0.312 -5.803
H -3.388 0.734 -6.723
C -1.615 6.966 0.285
O -2.794 7.199 1.146
C -2.548 7.874 2.352
C -1.645 7.045 3.398
N -2.030 5.667 3.761
C -0.911 4.824 4.194
C -0.315 5.229 5.576
O -0.808 4.667 6.785
C -2.172 4.837 6.848
H -0.742 6.423 0.646
H -1.195 7.874 -0.148
H -1.861 6.336 -0.570
H -3.476 8.250 2.784
H -2.191 8.887 2.166
H -1.710 7.593 4.338
H -0.599 7.148 3.108
H -2.577 5.320 2.986
H -0.143 4.859 3.421
H -1.288 3.812 4.343
H -0.183 6.309 5.635
H 0.715 4.886 5.666
H -2.553 5.811 6.540
H -2.447 4.767 7.900
H -2.784 4.182 6.229
C 0.321 -15.938 -2.837
O -0.198 -14.602 -2.956
C 0.557 -13.598 -2.194
C 0.186 -12.103 -2.559
N 1.007 -11.858 -3.790
C 0.847 -10.437 -4.038
C -0.570 -10.061 -4.675
O -1.603 -9.823 -3.751
C -1.692 -8.523 -3.051
H -0.297 -16.755 -3.209
H 0.482 -16.275 -1.813
H 1.310 -16.093 -3.268
H 1.639 -13.722 -2.232
H 0.516 -13.742 -1.115
H 0.659 -11.476 -1.802
H -0.881 -12.027 -2.772
H 0.805 -12.410 -4.612
H 1.563 -10.261 -4.840
H 1.071 -9.694 -3.273
H -0.843 -10.916 -5.293
H -0.529 -9.288 -5.442
H -2.094 -7.745 -3.699
H -0.672 -8.261 -2.769
H -2.223 -8.634 -2.105
C -10.645 -0.594 0.297
C -9.341 -0.074 0.885
C -8.164 -0.845 0.352
O -7.093 -0.411 1.148
C -5.830 -0.432 0.531
N -9.222 1.339 0.678
H -11.438 0.050 0.678
H -10.893 -1.630 0.529
H -10.685 -0.380 -0.771
H -9.576 -0.399 1.899
H -8.044 -0.815 -0.732
H -8.303 -1.896 0.604
H -5.834 -0.160 -0.525
H -5.227 -1.324 0.705
H -5.228 0.318 1.043
H -9.028 1.683 -0.251
H -8.336 1.698 1.006
C -2.092 -11.000 2.903
C -3.013 -12.256 2.637
C -3.591 -12.869 3.926
O -2.649 -13.253 4.907
C -3.310 -13.420 6.205
N -3.994 -11.894 1.646
H -2.570 -10.305 3.594
H -1.893 -10.351 2.050
H -1.130 -11.183 3.381
H -2.356 -12.972 2.143
H -4.239 -13.739 3.824
H -4.327 -12.197 4.368
H -2.688 -14.060 6.832
H -4.258 -13.957 6.159
H -3.557 -12.433 6.597
H -3.518 -11.565 0.818
H -4.536 -11.072 1.869
C 7.748 1.530 5.326
C 6.243 1.642 5.158
C 5.725 1.817 3.717
O 6.312 3.020 3.220
C 5.742 3.213 1.893
N 5.696 0.420 5.740
H 8.141 1.554 6.343
H 8.212 2.381 4.827
H 8.163 0.647 4.840
H 5.916 2.522 5.712
H 4.641 1.917 3.785
H 6.106 0.993 3.113
H 6.099 4.155 1.477
H 4.672 3.393 1.793
H 5.926 2.320 1.295
H 4.755 0.638 6.037
H 5.609 -0.438 5.214
C -0.914 -1.579 9.951
C 0.177 -1.604 8.911
C -0.406 -2.040 7.547
O -0.850 -3.400 7.719
C -0.972 -3.948 6.374
N 0.818 -0.275 8.916
H -0.600 -1.345 10.968
H -1.474 -2.514 9.958
H -1.538 -0.712 9.735
H 0.965 -2.276 9.251
H 0.353 -1.964 6.768
H -1.256 -1.418 7.267
H -1.618 -3.323 5.757
H -1.440 -4.932 6.388
H -0.039 -4.217 5.879
H 1.081 -0.227 9.890
H -0.003 0.310 8.964
C 11.613 0.359 -3.050
C 10.875 1.462 -2.315
C 9.371 1.540 -2.552
O 9.022 1.883 -3.949
C 7.620 2.069 -4.086
N 10.997 1.341 -0.840
H 12.698 0.446 -2.981
H 11.422 0.398 -4.122
H 11.175 -0.559 -2.658
H 11.413 2.383 -2.538
H 9.012 2.406 -1.996
H 8.831 0.667 -2.186
H 7.092 2.684 -3.357
H 7.232 1.074 -3.864
H 7.521 2.480 -5.090
H 10.748 2.273 -0.541
H 10.371 0.647 -0.456
*
```